{
  "formula": "C31H35N5O8PPdS3",
  "method": "the ωB97M-V functional and the def2-TZVPD basis",
  "charge": 0,
  "e_homo_ev": [-4.68, -7.91],
  "homo_lumo_gap_ev": [5.22, 5.34],
  "lumo_ha": [0.0198, -0.0942],
  "multiplicity": 6,
  "symbols": ["Pd", "C", "C", "O", "P", "S", "S", "O", "C", "C", "H", "H", "H", "H", "H", "H", "H", "H", "H", "H", "O", "S", "O", "N", "C", "O", "C", "C", "C", "C", "C", "C", "H", "H", "H", "H", "C", "N", "C", "C", "C", "N", "C", "O", "N", "H", "H", "H", "H", "H", "H", "H", "C", "C", "C", "C", "C", "C", "N", "C", "C", "C", "C", "C", "C", "C", "O", "O", "C", "C", "H", "H", "H", "H", "H", "H", "H", "H", "H", "H", "H", "H", "H", "H"],
  "coordinates": [[-0.0734, -0.5731, 0.4644], [-3.4009, 4.2694, 0.5294], [-4.0698, 3.0490, -0.0586], [-3.8237, 1.8967, 0.7757], [-2.7171, 0.8277, 0.3631], [-2.3135, -0.3682, 1.8576], [-1.0402, 1.6328, -0.3634], [-3.3600, 0.0591, -0.8948], [-4.5022, -0.7989, -0.7108], [-5.6557, -0.2802, -1.5363], [-3.6434, 5.1475, -0.0715], [-2.3177, 4.1493, 0.5449], [-3.7542, 4.4394, 1.5468], [-3.7218, 2.8507, -1.0748], [-5.1528, 3.1677, -0.0878], [-4.7560, -0.8553, 0.3493], [-4.1955, -1.7965, -1.0287], [-5.9650, 0.7064, -1.1898], [-6.5091, -0.9549, -1.4582], [-5.3711, -0.2055, -2.5862], [4.2077, -1.1662, 0.8005], [3.5671, 0.0215, 0.3061], [3.6230, 1.1585, 1.2135], [2.0242, -0.2514, -0.1682], [1.9000, -0.0793, -1.5056], [0.6682, -0.3114, -1.9152], [3.0309, 0.3299, -2.2189], [3.2820, 0.6230, -3.5809], [4.5461, 1.0054, -3.9547], [5.6061, 1.1142, -3.0291], [5.3794, 0.8282, -1.6869], [4.1135, 0.4509, -1.3013], [2.4898, 0.5510, -4.3151], [4.7371, 1.2312, -4.9970], [6.5885, 1.4147, -3.3655], [6.1755, 0.8985, -0.9556], [0.0397, -5.7224, 0.5984], [-0.4159, -4.6545, -0.2857], [-0.5840, -4.8736, -1.6098], [-0.9514, -3.8903, -2.4552], [-1.1358, -2.5890, -1.8936], [-0.8979, -2.3542, -0.6106], [-0.5521, -3.3712, 0.2499], [-0.3595, -3.1631, 1.4300], [-1.6124, -1.5977, -2.6551], [-0.4036, -6.6636, 0.2796], [-0.2759, -5.4855, 1.6090], [1.1268, -5.7968, 0.5813], [-0.4170, -5.8892, -1.9423], [-1.1103, -4.0732, -3.5057], [-1.5423, -1.6828, -3.6537], [-1.6065, -0.6626, -2.2695], [3.5569, 7.2314, 1.3282], [2.4038, 6.3547, 1.7311], [1.1211, 6.8830, 1.7817], [0.0264, 6.0957, 2.1112], [0.2196, 4.7656, 2.4203], [1.5111, 4.2416, 2.4112], [1.6071, 2.8647, 2.7327], [2.3358, 2.2958, 3.6846], [3.1267, 3.0526, 4.5953], [3.9016, 2.4070, 5.5161], [3.9135, 1.0040, 5.5714], [3.1124, 0.2511, 4.7187], [2.3054, 0.8620, 3.7896], [1.4668, -0.0050, 2.8683], [1.6162, -1.2112, 2.8670], [0.6342, 0.6452, 2.1247], [2.6211, 5.0004, 2.0347], [3.9920, 4.4065, 1.8870], [3.2406, 8.2698, 1.2447], [3.9666, 6.9273, 0.3624], [4.3733, 7.1796, 2.0503], [0.9755, 7.9294, 1.5419], [-0.9690, 6.5193, 2.1262], [-0.6090, 4.1192, 2.6807], [1.0465, 2.1323, 2.2069], [3.0864, 4.1314, 4.5421], [4.5058, 2.9743, 6.2112], [4.5471, 0.5056, 6.2928], [3.1119, -0.8296, 4.7498], [3.9713, 3.3207, 1.8278], [4.6461, 4.6998, 2.7131], [4.4572, 4.7724, 0.9714]],
  "mulliken_spin": [1.377, -0.005, 0.020, 0.003, -0.016, 0.226, 0.326, -0.004, -0.003, 0.000, -0.001, 0.000, 0.000, -0.008, -0.001, 0.001, 0.000, 0.000, 0.000, 0.000, 0.025, 0.076, 0.043, 0.230, 0.270, 0.742, 0.089, 0.163, -0.086, 0.248, -0.107, 0.176, 0.023, -0.005, 0.025, -0.003, 0.001, 0.003, 0.001, -0.002, 0.001, 0.107, -0.039, 0.020, 0.010, 0.001, -0.001, 0.000, 0.000, 0.000, -0.001, -0.002, 0.000, -0.019, 0.034, -0.017, 0.058, -0.025, 0.389, 0.102, 0.180, -0.052, 0.238, -0.111, 0.185, 0.021, 0.034, 0.091, 0.033, 0.005, 0.000, -0.001, -0.001, 0.002, 0.000, -0.005, -0.070, 0.005, 0.001, 0.006, 0.003, -0.003, -0.002, 0.000]
}

=====

{
  "formula": "C42H113N7O18",
  "method": "the ωB97M-V functional and the def2-TZVPD basis",
  "charge": 0,
  "e_homo_ev": -8.66,
  "homo_lumo_gap_ev": 9.10,
  "lumo_ha": 0.0162,
  "smiles": "COC[C@H](C)N.COC[C@H](C)N.COC[C@H](C)N.COC[C@H](C)N.COCCNCCOC.COCCNCCOC.COCCNCCOC.OCCO.OCCO.OCCO.OCCO",
  "symbols": ["C", "O", "C", "C", "C", "N", "H", "H", "H", "H", "H", "H", "H", "H", "H", "H", "H", "C", "O", "C", "C", "C", "N", "H", "H", "H", "H", "H", "H", "H", "H", "H", "H", "H", "C", "O", "C", "C", "C", "N", "H", "H", "H", "H", "H", "H", "H", "H", "H", "H", "H", "C", "O", "C", "C", "C", "N", "H", "H", "H", "H", "H", "H", "H", "H", "H", "H", "H", "C", "O", "C", "C", "N", "C", "C", "O", "C", "H", "H", "H", "H", "H", "H", "H", "H", "H", "H", "H", "H", "H", "H", "H", "C", "O", "C", "C", "N", "C", "C", "O", "C", "H", "H", "H", "H", "H", "H", "H", "H", "H", "H", "H", "H", "H", "H", "H", "C", "O", "C", "C", "N", "C", "C", "O", "C", "H", "H", "H", "H", "H", "H", "H", "H", "H", "H", "H", "H", "H", "H", "H", "O", "C", "C", "O", "H", "H", "H", "H", "H", "H", "O", "C", "C", "O", "H", "H", "H", "H", "H", "H", "O", "C", "C", "O", "H", "H", "H", "H", "H", "H", "O", "C", "C", "O", "H", "H", "H", "H", "H", "H"],
  "coordinates": [[4.7943, 4.3761, 1.3397], [3.5564, 4.9169, 1.7547], [2.6306, 3.9012, 1.9296], [1.2200, 4.5502, 2.0066], [0.7527, 4.9535, 0.6229], [1.1159, 5.6575, 2.9792], [4.7120, 4.0020, 0.3555], [4.9730, 3.4866, 1.9424], [5.5653, 5.1673, 1.3703], [2.7121, 3.2500, 1.0667], [2.9267, 3.4105, 2.8670], [0.6232, 3.6689, 2.4018], [1.3060, 5.8338, 0.2092], [-0.3213, 5.1475, 0.5403], [1.0062, 4.2045, -0.0938], [1.3931, 5.3785, 3.9156], [1.6585, 6.4772, 2.7260], [-4.0731, 1.2074, 1.8421], [-4.1165, 2.6570, 1.7331], [-2.9719, 3.2483, 2.2131], [-2.8928, 4.6547, 1.7306], [-4.0461, 5.4744, 2.2965], [-2.8266, 4.5519, 0.2553], [-3.1551, 0.8241, 1.5112], [-4.9508, 0.8218, 1.2339], [-4.2491, 0.9020, 2.9145], [-2.9140, 3.3222, 3.3435], [-2.0978, 2.6724, 1.8686], [-1.9827, 5.0506, 2.1238], [-3.9156, 6.5545, 2.0622], [-4.1188, 5.4230, 3.3884], [-5.0073, 5.1705, 1.8804], [-3.7602, 4.2769, -0.0528], [-2.7442, 5.5065, -0.1510], [0.2775, -4.4349, 4.4245], [-0.9336, -3.7175, 4.5531], [-0.6965, -2.4290, 5.0874], [-2.0189, -1.7273, 5.0637], [-2.4686, -1.5201, 3.6505], [-1.9190, -0.4659, 5.7765], [0.0819, -5.3108, 3.8022], [0.5563, -4.7790, 5.3940], [1.0655, -3.7879, 3.9377], [-0.1826, -2.5558, 6.0755], [-0.0649, -1.7580, 4.4327], [-2.7312, -2.3375, 5.6135], [-3.5631, -1.5129, 3.5728], [-2.2260, -2.3926, 3.0770], [-2.0292, -0.5750, 3.2936], [-2.7460, 0.1013, 5.6411], [-1.9017, -0.6182, 6.7936], [6.0573, -3.7437, 2.6232], [4.9537, -2.9257, 2.9704], [4.8351, -1.7803, 2.0736], [3.4615, -1.2038, 2.3851], [3.3574, -0.6192, 3.7949], [2.3926, -2.1480, 2.0297], [5.9596, -4.6835, 3.1489], [6.9763, -3.2623, 2.9650], [6.1223, -3.9019, 1.5068], [5.6292, -1.0931, 2.4310], [4.8227, -2.0768, 1.0408], [3.4845, -0.3824, 1.6219], [2.3899, -0.0606, 3.9467], [4.1471, 0.0912, 3.9675], [3.3597, -1.4919, 4.4686], [2.5701, -3.1420, 2.2121], [1.5544, -1.8709, 2.5142], [3.4000, 1.5365, -2.8627], [4.8025, 1.8078, -2.6596], [5.4787, 0.6548, -3.0203], [6.9311, 0.8589, -2.8945], [7.5618, 1.6896, -3.9107], [9.0097, 1.8287, -3.6565], [9.4652, 3.1844, -4.2238], [10.0497, 3.1118, -5.4959], [10.3699, 4.4164, -5.8768], [2.9692, 0.6041, -2.4206], [3.0774, 1.7385, -3.8731], [2.8698, 2.3313, -2.2499], [5.2192, 0.3519, -4.0363], [5.2473, -0.1984, -2.3190], [7.5042, -0.0278, -2.9468], [7.0751, 1.2642, -1.9005], [7.1412, 2.6381, -3.8432], [9.5738, 1.0406, -4.1918], [9.2759, 1.8510, -2.5852], [10.2364, 3.5486, -3.4956], [8.5571, 3.9403, -4.2595], [9.4798, 5.0315, -6.0360], [10.9572, 4.5270, -6.7667], [11.0078, 4.8837, -5.1166], [-2.1850, -7.1135, -4.6543], [-2.1120, -6.2961, -3.5340], [-2.5583, -4.9756, -3.7739], [-2.2626, -4.2009, -2.5021], [-0.8844, -4.4807, -2.2232], [-0.2321, -3.6556, -1.1512], [-1.0056, -3.6461, 0.1594], [-1.1508, -5.0241, 0.5765], [-1.9796, -5.1614, 1.6456], [-3.1110, -7.0305, -5.2080], [-2.0204, -8.1209, -4.3703], [-1.3656, -6.8829, -5.3804], [-3.6261, -5.0481, -4.0075], [-2.0147, -4.5014, -4.6235], [-2.9580, -4.5062, -1.7453], [-2.3594, -3.1036, -2.5976], [-0.8453, -5.4599, -1.9823], [-0.0999, -2.6169, -1.4641], [0.8115, -3.9679, -1.1829], [-1.9973, -3.1835, 0.0181], [-0.4339, -3.0615, 0.9004], [-2.9878, -4.8886, 1.4323], [-1.5194, -4.6251, 2.5205], [-2.1267, -6.2436, 1.8593], [-7.3171, -6.9646, -4.1892], [-7.2428, -5.6671, -3.7114], [-7.8006, -5.5679, -2.3781], [-8.0556, -4.0708, -2.0857], [-6.8108, -3.3210, -2.2067], [-6.7785, -1.9240, -1.6392], [-5.3033, -1.4209, -1.6207], [-5.3497, -0.0757, -1.2085], [-4.1832, 0.5950, -1.5632], [-6.6642, -7.0711, -5.0839], [-8.2966, -7.1951, -4.5640], [-7.0528, -7.6966, -3.4020], [-7.1050, -5.9483, -1.5943], [-8.6779, -6.1945, -2.3926], [-8.4627, -3.9281, -1.0723], [-8.8895, -3.6973, -2.7304], [-6.4508, -3.4215, -3.1457], [-7.1177, -1.9228, -0.5911], [-7.4022, -1.2577, -2.2062], [-4.7718, -1.5978, -2.5908], [-4.6880, -2.0219, -0.9078], [-4.2241, 1.6347, -1.2478], [-4.0145, 0.6810, -2.6266], [-3.2648, 0.1818, -1.0785], [-2.3154, 5.6675, -2.7208], [-1.5862, 4.6038, -3.3717], [-0.5879, 3.9475, -2.4461], [-1.1898, 3.0739, -1.5471], [-2.7708, 5.2323, -2.0015], [-2.2728, 3.8604, -3.8233], [-1.1523, 5.0491, -4.2635], [-0.1092, 4.7538, -1.8749], [0.1680, 3.4090, -3.0212], [-1.4746, 3.5084, -0.7612], [0.2323, 0.3036, 2.1098], [0.7267, 1.2017, 1.0299], [0.6658, 0.3772, -0.2294], [1.5904, -0.6535, -0.3923], [-0.1744, 0.8095, 2.8080], [0.1079, 2.1178, 0.8736], [1.8508, 1.4066, 1.1238], [0.9150, 1.0151, -1.0997], [-0.2788, -0.1024, -0.4676], [1.6274, -1.1507, 0.4133], [0.7256, 1.2225, -4.3722], [-0.5125, 0.6695, -4.0414], [-0.3978, -0.6782, -3.2655], [-0.3089, -1.7451, -4.1767], [1.1477, 0.6781, -5.0706], [-1.0872, 1.4134, -3.4592], [-1.1114, 0.4610, -4.9526], [-1.2679, -0.7268, -2.5896], [0.4904, -0.5052, -2.6449], [-0.2930, -2.5645, -3.6645], [-0.3671, 2.6206, 7.7010], [0.0750, 3.5288, 6.6831], [-0.6566, 3.1766, 5.3845], [-0.2157, 2.0409, 4.7639], [0.2882, 1.9597, 7.8367], [-0.3106, 4.5177, 7.0161], [1.1432, 3.4877, 6.6615], [-0.6420, 4.0352, 4.6899], [-1.6955, 3.1167, 5.7051], [-0.6623, 1.3300, 5.2064]],
  "mulliken_charge": [-0.858, -0.480, -0.873, 2.239, -1.321, -0.628, 0.327, 0.337, 0.271, 0.077, 0.738, -0.678, 0.299, 0.273, -0.137, 0.250, 0.333, -0.365, -0.457, 0.582, 0.129, -1.673, -0.643, -0.006, 0.284, 0.278, 0.231, -0.495, 0.079, 0.421, 0.384, 0.327, 0.366, 0.418, -0.839, -0.416, -0.044, -0.143, -0.270, -0.448, 0.351, 0.371, 0.186, 0.478, -0.313, 0.445, 0.373, -0.271, -0.017, 0.227, 0.247, -0.760, -0.306, -1.244, 1.587, -1.401, -0.336, 0.249, 0.287, 0.281, 0.403, 0.622, -0.320, 0.068, 0.497, 0.271, 0.297, -0.108, -0.484, -0.352, -0.278, -0.937, -0.365, -0.477, -0.349, -0.335, -0.725, 0.330, 0.372, -0.042, 0.363, 0.224, 0.487, 0.371, 0.226, 0.242, 0.343, 0.277, 0.231, 0.289, 0.298, 0.294, -0.805, -0.292, -0.794, 0.157, -0.238, 0.381, 0.299, -0.464, -0.137, 0.272, 0.275, 0.307, 0.423, 0.312, 0.240, -0.071, 0.357, -0.676, 0.287, -0.037, 0.233, 0.325, -0.239, 0.282, -0.831, -0.320, -0.487, -0.754, -0.022, -0.824, -0.198, -0.447, -0.587, 0.241, 0.336, 0.338, 0.251, 0.488, 0.375, 0.296, 0.193, 0.329, 0.307, 0.290, 0.122, 0.219, 0.611, 0.070, -0.660, -0.747, -0.288, 0.998, 0.294, 0.199, 0.450, 0.189, 0.202, -0.331, 1.428, 1.474, -0.467, -0.846, -0.643, -0.667, -0.936, 0.111, -0.071, -0.014, -0.447, -0.542, 0.862, -0.763, 0.361, -0.258, 0.452, 0.038, 0.023, 0.289, -0.565, -0.771, -0.162, 0.016, 0.310, 0.330, 0.351, 0.176, 0.331, -0.129]
}

=====

{
  "formula": "C4H5CeLiO3",
  "method": "the ωB97M-V functional and the def2-TZVPD basis",
  "charge": 2,
  "e_homo_ev": [-15.58, -15.78],
  "homo_lumo_gap_ev": [6.06, 6.34],
  "lumo_ha": [-0.3498, -0.3467],
  "multiplicity": 3,
  "symbols": ["O", "Li", "O", "C", "C", "H", "H", "H", "O", "C", "C", "Ce", "H", "H"],
  "coordinates": [[-1.4815, -0.6497, -1.1776], [-0.8633, -2.4015, 0.2232], [-2.3163, -1.6485, -0.5809], [-1.4309, 0.4756, -0.4561], [-0.3123, 1.2449, -0.0646], [-0.0981, 2.0684, 0.6400], [-2.4821, 0.7479, -0.3296], [-1.4887, 1.8685, 0.1341], [2.5946, 0.0854, -0.5654], [2.1136, -0.8095, 0.2431], [0.8642, -0.6873, 0.7981], [1.8322, 1.9263, -1.0427], [0.3126, -0.5439, 1.7240], [2.7560, -1.6767, 0.4544]],
  "mulliken_spin": [0.017, 0.002, 0.005, 0.013, -0.037, -0.011, 0.007, 0.102, 0.011, -0.115, 0.960, 1.014, -0.009, 0.041]
}

=====

{
  "formula": "C3H5NO2",
  "method": "the ωB97M-V functional and the def2-TZVPD basis",
  "charge": 0,
  "e_homo_ev": -9.16,
  "homo_lumo_gap_ev": 9.79,
  "lumo_ha": 0.0234,
  "smiles": "COCC1=NO1",
  "symbols": ["C", "O", "C", "C", "N", "O", "H", "H", "H", "H", "H"],
  "coordinates": [[-0.5321, 0.1953, 1.7685], [0.4222, 0.2361, 0.7262], [-0.0686, 0.1867, -0.6163], [0.7655, -0.4786, -1.5781], [1.7790, -1.2814, -1.8842], [0.9679, -0.3615, -2.8986], [0.1735, 0.2668, 2.7017], [-1.0041, -0.7090, 1.9667], [-1.1706, 1.1929, 1.6416], [-1.0708, -0.3633, -0.6636], [-0.2618, 1.1158, -1.1639]],
  "nbo_charge": [-0.257, -0.517, -0.166, 0.487, -0.140, -0.424, 0.206, 0.184, 0.181, 0.225, 0.222]
}

=====

| no. | E_tot (hartree) |
| --- | --- |
| 1 | -3741.798413 |
| 2 | -3405.282611 |
| 3 | -862.776558 |
| 4 | -322.355647 |